The following is a DFT calculation (ωB97M-V/def2-TZVPD) of a 3-piece molecular cluster, C22H22ClIO14S overall.

Net charge: 0
Structure (SMILES): CCCC[C@]1(CC(=O)I)OS(=O)(=O)O[C@H]1CC(=O)Cl.O=C1C=C(O)C(=O)C=C1O.O=C1C=C(O)C(=O)C=C1O
E_HOMO (eV): -9.831
Energy (eV): -83291.4257
M (g mol⁻¹): 704.828
LUMO energy (eV): -1.70

Positions of all 61 atoms, in Å:
C: -2.75175 -1.47622 -1.75971
C: -2.11446 -2.43865 -0.72090
C: -1.07098 -3.42562 -1.33428
C: 0.40354 -2.92132 -1.36314
C: 0.73801 -1.79255 -2.39422
C: 0.63859 -0.31063 -1.97893
C: 0.42527 -0.05805 -0.47895
O: -0.54588 0.32048 -0.00851
I: 2.17365 -0.41761 0.79301
O: -0.17920 -1.97318 -3.52217
S: 0.31300 -3.16262 -4.49446
O: -0.35324 -4.41410 -4.35084
O: 0.25673 -2.80286 -5.86652
O: 1.83248 -3.31124 -3.90628
C: 2.10246 -2.20778 -3.05589
C: 2.85152 -1.12221 -3.92611
C: 3.25136 -1.57003 -5.33821
O: 4.01279 -2.38613 -5.59324
Cl: 2.46755 -0.65570 -6.68909
H: -2.20685 -0.52607 -1.83629
H: -3.80750 -1.24888 -1.54771
H: -2.74315 -1.98889 -2.73638
H: -1.70000 -1.93928 0.16706
H: -2.93836 -3.07542 -0.34982
H: -1.44766 -3.77703 -2.30227
H: -1.06847 -4.30668 -0.66682
H: 0.66582 -2.66208 -0.32568
H: 1.02105 -3.80432 -1.60767
H: -0.20404 0.15954 -2.51079
H: 1.52062 0.28560 -2.26610
H: 2.75003 -2.35343 -2.17867
H: 3.78588 -0.85149 -3.40582
H: 2.27841 -0.18815 -4.03345
O: 4.83324 5.33485 5.46989
C: 4.69762 4.23635 4.96549
C: 3.39487 3.66447 4.64365
C: 3.30711 2.44310 4.10415
O: 2.12952 1.89252 3.79600
C: 4.52951 1.62338 3.81595
O: 4.39865 0.50916 3.34136
C: 5.83228 2.20470 4.11607
C: 5.91923 3.42755 4.65236
O: 7.09417 3.99250 4.93834
H: 2.52158 4.26431 4.85818
H: 2.33323 1.01244 3.42325
H: 6.70659 1.61122 3.88808
H: 6.88192 4.86871 5.31545
O: -4.09881 -0.72608 2.01668
C: -4.64933 0.32632 1.75003
C: -3.91852 1.54023 1.40374
C: -4.57750 2.67278 1.13548
O: -3.94174 3.80287 0.81192
C: -6.07303 2.74000 1.18289
O: -6.62216 3.79998 0.94812
C: -6.80583 1.51998 1.50630
C: -6.14613 0.38663 1.77092
O: -6.78209 -0.75018 2.06864
H: -2.83899 1.47917 1.37481
H: -4.64254 4.46862 0.66939
H: -7.88528 1.57642 1.52043
H: -6.08090 -1.41394 2.21780

Forces on atoms 1 to 2 (eV/Å):
C 0.23 -0.28 0.03
C -0.45 -0.57 -0.40

Mulliken atomic charge list, values in e, 4 entries:
1. C -1.0311
2. C -0.4069
3. C -0.9453
4. C -0.8936


The following is a DFT calculation (ωB97M-V/def2-TZVPD) of one molecule with the formula C22H22ClN3O4S2.

Relative energy (zero: lowest compared OMol25 entry of this formula, charge and spin) (kcal/mol): 5.2
Net charge: 0
Structure (SMILES): COc1ccc(Cl)cc1N(CC(=O)NCCSc1ccccn1)S(=O)(=O)c1ccccc1
E_HOMO (eV): -8.254
Energy (eV): -70024.0202
M (g mol⁻¹): 492.022
LUMO energy (eV): 0.57

Positions of all 54 atoms, in Å:
C: -0.25421 -2.90903 -1.56306
O: 0.06044 -1.68809 -0.93290
C: 0.82208 -0.78831 -1.60332
C: 1.68006 -1.08326 -2.65058
C: 2.51298 -0.10596 -3.17664
C: 2.47766 1.17247 -2.65536
Cl: 3.53333 2.38829 -3.28455
C: 1.59000 1.50849 -1.64325
C: 0.75196 0.53597 -1.12232
N: -0.19556 0.78604 -0.13691
C: 0.00278 1.77630 0.89588
C: -0.64121 1.24118 2.18627
O: -1.59593 1.78368 2.70677
N: -0.01012 0.16169 2.66006
C: -0.60344 -0.71467 3.63917
C: -1.07146 -2.00563 2.97445
S: 0.16431 -3.34660 2.85658
C: 1.41809 -2.87615 1.71718
C: 2.12168 -3.91373 1.09798
C: 3.15800 -3.59008 0.24827
C: 3.47187 -2.25023 0.04383
C: 2.72121 -1.30092 0.70914
N: 1.72272 -1.60219 1.52521
S: -1.79258 0.32539 -0.48725
O: -1.84397 -0.05899 -1.86692
O: -2.25208 -0.61105 0.49534
C: -2.69571 1.85866 -0.31671
C: -3.62120 2.02382 0.69298
C: -4.30284 3.22697 0.78478
C: -4.05132 4.23748 -0.12909
C: -3.12622 4.05327 -1.14615
C: -2.44235 2.85341 -1.24275
H: -1.00077 -3.37938 -0.92566
H: -0.68026 -2.73552 -2.55394
H: 0.62526 -3.55859 -1.63777
H: 1.72727 -2.08233 -3.05280
H: 3.18778 -0.34540 -3.98267
H: 1.54571 2.52114 -1.27427
H: -0.45141 2.74386 0.64593
H: 1.07535 1.91057 1.05327
H: 0.70704 -0.31078 2.09071
H: -1.46394 -0.19470 4.06838
H: 0.12289 -0.92528 4.43103
H: -1.85701 -2.47787 3.56456
H: -1.44820 -1.79553 1.97280
H: 1.83947 -4.93601 1.29213
H: 3.71585 -4.36739 -0.25354
H: 4.27287 -1.95409 -0.61357
H: 2.92681 -0.24473 0.59676
H: -3.78488 1.22057 1.39150
H: -5.02464 3.37547 1.57265
H: -4.58071 5.17562 -0.05219
H: -2.93805 4.84163 -1.85929
H: -1.72339 2.66938 -2.02675

Forces on atoms 1 to 2 (eV/Å):
C -0.03 -0.19 -0.11
O 0.40 0.25 -0.13

Mulliken atomic charge list, values in e, 4 entries:
1. C -1.3015
2. O 1.0138
3. C 0.0110
4. C -0.6186


The following is a DFT calculation (ωB97M-V/def2-TZVPD) of C22H22F3N6O4Pd as an isolated structure.

Relative energy (zero: lowest compared OMol25 entry of this formula, charge and spin) (kcal/mol): 0.0
Net charge: -1
E_HOMO (eV): -4.912
Energy (eV): -51937.1027
M (g mol⁻¹): 597.870
LUMO energy (eV): 2.77

Positions of all 58 atoms, in Å:
Pd: 1.43016 0.88640 0.49159
O: 2.74170 -0.31022 1.39606
C: 2.38297 -1.10033 2.35715
C: 3.21620 -2.21372 2.64526
C: 2.94226 -3.08018 3.67363
C: 1.82218 -2.90445 4.49777
C: 0.99602 -1.83404 4.23882
C: 1.23945 -0.93560 3.18994
C: 0.26103 0.12743 3.01281
N: 0.25337 0.95485 2.04130
N: -0.82029 1.86307 1.96411
C: -0.85046 2.36619 0.75874
O: -0.02993 2.13020 -0.19798
C: -1.98549 3.30269 0.44773
C: -1.96694 4.00513 -0.75043
C: -3.00388 4.87409 -1.06498
C: -4.06256 5.04003 -0.18398
C: -4.08359 4.33706 1.01422
C: -3.04784 3.47090 1.33041
H: 4.08120 -2.34836 2.00832
H: 3.60637 -3.92036 3.84573
H: 1.61021 -3.58711 5.30909
H: 0.11926 -1.67135 4.85745
H: -0.54141 0.21602 3.74175
H: -1.13218 3.85851 -1.42224
H: -2.98256 5.42161 -1.99899
H: -4.87257 5.71621 -0.43007
H: -4.90977 4.46239 1.70329
H: -3.04477 2.91732 2.25919
C: 0.69423 -2.30138 -0.88378
N: 0.02219 -3.36166 -1.65500
C: -1.31371 -3.54978 -1.08202
N: -2.12295 -2.32526 -1.09774
C: -1.38517 -1.29464 -0.34693
N: -0.06465 -1.05579 -0.90928
C: -0.21008 -0.62065 -2.29488
N: -0.91242 -1.63068 -3.10658
C: -0.14292 -2.87656 -3.02978
C: -2.21984 -1.87168 -2.49082
H: 1.68564 -2.11514 -1.30061
H: 0.80972 -2.63033 0.15205
H: -1.20774 -3.88676 -0.04826
H: -1.83684 -4.32308 -1.65128
H: -1.27804 -1.61898 0.69167
H: -1.95382 -0.36151 -0.36386
H: 0.78180 -0.43478 -2.70890
H: -0.77249 0.31498 -2.31048
H: 0.84526 -2.70525 -3.46116
H: -0.65507 -3.64513 -3.61548
H: -2.74984 -2.63228 -3.07092
H: -2.79690 -0.94465 -2.51657
F: 5.30082 2.89127 -2.20258
C: 4.28789 2.04515 -2.41815
F: 4.82689 0.88642 -2.82632
F: 3.58194 2.53440 -3.45880
C: 3.37591 1.88618 -1.17684
O: 3.41957 2.72879 -0.30018
O: 2.62245 0.85440 -1.25221

Forces on atoms 1 to 2 (eV/Å):
Pd 0.03 0.13 0.14
O -0.17 -0.24 -0.23

Mulliken atomic charge list, values in e, 4 entries:
1. Pd 0.5680
2. O -0.7589
3. C 0.4953
4. C -0.4271


The following is a DFT calculation (ωB97M-V/def2-TZVPD) of a 2-piece molecular cluster, C22H22N2O2 overall.

Relative energy (zero: lowest compared OMol25 entry of this formula, charge and spin) (kcal/mol): 99.1
Net charge: 0
E_HOMO (eV): -6.059
Energy (eV): -30243.3844
M (g mol⁻¹): 346.430
LUMO energy (eV): -2.19

Positions of all 48 atoms, in Å:
C: -3.18322 5.90261 1.35165
C: -3.41098 4.72957 0.42330
O: -2.39019 3.72764 0.63088
C: -2.35511 2.72239 -0.34798
C: -3.27488 1.65726 -0.17849
C: -3.30325 0.67942 -1.13954
N: -3.44832 -0.22033 -1.88458
O: -1.56155 2.77741 -1.28286
H: -4.00156 6.60741 1.20388
H: -3.18180 5.60543 2.40297
H: -2.25292 6.42500 1.11597
H: -4.39144 4.27906 0.62112
H: -3.36541 5.07394 -0.61851
H: -3.97366 1.64174 0.64921
C: 3.46166 2.80089 0.87885
N: 2.77516 1.55969 0.57129
C: 1.43365 1.38132 0.70515
C: 1.09522 0.04054 0.37646
C: -0.17325 -0.52251 0.48864
C: -0.54745 -1.84616 0.06373
C: -0.26975 -2.34140 -1.24075
C: -0.61796 -3.63832 -1.59746
C: -1.22315 -4.49462 -0.66761
C: -1.50909 -5.91620 -1.03918
C: -1.53750 -4.01022 0.61144
C: -1.23493 -2.70491 0.96362
C: 2.36348 -0.61217 0.01375
C: 2.71545 -1.91545 -0.30064
C: 4.06314 -2.21498 -0.56892
C: 5.05161 -1.21987 -0.49487
C: 4.72030 0.09710 -0.12002
C: 3.38047 0.36962 0.13364
H: 4.52223 2.68832 0.64726
H: 3.04106 3.62939 0.29381
H: 3.35053 3.06448 1.94026
H: 0.76155 2.17900 1.01502
H: -0.91831 0.08280 1.01271
H: 0.21464 -1.67727 -1.96250
H: -0.40345 -4.01039 -2.60317
H: -2.08479 -6.41377 -0.25394
H: -2.07163 -5.98274 -1.97764
H: -0.58191 -6.48478 -1.18750
H: -2.02176 -4.67888 1.32800
H: -1.48549 -2.31558 1.95402
H: 1.93947 -2.67708 -0.33193
H: 4.33577 -3.23676 -0.83930
H: 6.08677 -1.47741 -0.72497
H: 5.46255 0.88978 -0.03426

Forces on atoms 1 to 2 (eV/Å):
C 0.02 0.01 -0.07
C 0.41 -0.47 -0.01

Mulliken atomic charge list, values in e, 4 entries:
1. C -1.2278
2. C -0.2025
3. O -0.3067
4. C 0.5550


The following is a DFT calculation (ωB97M-V/def2-TZVPD) of one molecule with the formula C22H22N4O7S.

Relative energy (zero: lowest compared OMol25 entry of this formula, charge and spin) (kcal/mol): 0.0
Net charge: 0
Structure (SMILES): Cc1ccc(S(=O)(=O)N2CCOCC2)cc1NC(=O)COC(=O)c1n[nH]c(=O)c2ccccc12
E_HOMO (eV): -9.330
Energy (eV): -54299.6785
M (g mol⁻¹): 486.506
LUMO energy (eV): -0.41

Positions of all 56 atoms, in Å:
C: -0.96927 3.24152 -2.09378
C: -1.30321 1.97674 -1.36653
C: -1.36033 1.94991 0.02417
C: -1.77348 0.82003 0.71107
C: -2.14076 -0.30325 -0.00418
S: -2.78973 -1.76834 0.81243
O: -3.52403 -2.51705 -0.16169
O: -3.43240 -1.38243 2.03098
N: -1.45504 -2.68124 1.22333
C: -0.62882 -3.06266 0.09823
C: 0.39767 -4.08874 0.57859
O: 1.16957 -3.55959 1.63531
C: 0.35685 -3.22448 2.74525
C: -0.70670 -2.19418 2.36080
C: -2.05104 -0.32314 -1.37968
C: -1.61530 0.80414 -2.06459
N: -1.58904 0.76245 -3.47857
C: -0.54499 0.66634 -4.33553
O: -0.72701 0.57403 -5.52880
C: 0.88063 0.69309 -3.79768
O: 1.03144 0.40728 -2.41453
C: 1.73628 1.28459 -1.69492
O: 2.18992 2.31045 -2.14257
C: 1.88477 0.85162 -0.28322
N: 1.89086 -0.42975 -0.08537
N: 2.07550 -0.90612 1.12963
C: 2.22193 -0.17412 2.29516
O: 2.33184 -0.74019 3.36408
C: 2.20464 1.27519 2.09078
C: 2.33688 2.12554 3.18913
C: 2.31491 3.49006 3.00970
C: 2.16012 4.01870 1.72972
C: 2.02545 3.19376 0.63507
C: 2.04672 1.80302 0.79384
H: 0.10152 3.32607 -2.27157
H: -1.27635 4.10362 -1.50702
H: -1.46859 3.26964 -3.05981
H: -1.10709 2.84422 0.57481
H: -1.86075 0.81721 1.78603
H: -1.29042 -3.49540 -0.65189
H: -0.10479 -2.19340 -0.33082
H: 1.09733 -4.33951 -0.22022
H: -0.12017 -4.99534 0.91726
H: 1.02834 -2.80972 3.49911
H: -0.13059 -4.12973 3.12754
H: -1.41507 -2.04926 3.17578
H: -0.22887 -1.23083 2.13219
H: -2.35626 -1.21030 -1.91184
H: -2.48216 0.58954 -3.92689
H: 1.44471 -0.05360 -4.36681
H: 1.30927 1.68105 -4.01578
H: 2.03288 -1.93059 1.21571
H: 2.45675 1.67995 4.16477
H: 2.41958 4.15111 3.85645
H: 2.14672 5.08985 1.59352
H: 1.92092 3.61353 -0.35123

Forces on atoms 1 to 2 (eV/Å):
C 0.05 0.04 -0.03
C -0.21 -0.16 -0.07

Mulliken atomic charge list, values in e, 4 entries:
1. C -1.7811
2. C 1.2288
3. C -0.7771
4. C -0.5310